--- i ---
11
Properties=species:S:1:pos:R:3:mulliken_charge:R:1 method="wB97M-V/def2-TZVPD" total_charge=+1 orbital_gap_ev="8.1 / 8.1" e_lumo_ev="-6.91 / -6.90"
C 2.743 -0.133 1.015 0.11
C 1.990 0.144 0.102 -0.29
C -2.047 -0.348 0.020 -0.24
C 1.220 0.211 -1.013 -0.14
N -0.853 -0.024 0.055 -0.32
H 3.646 -0.159 1.524 0.43
H -2.462 -0.802 -0.855 0.26
H -2.694 -0.061 0.822 0.25
H 0.695 1.146 -1.207 0.32
H -0.325 0.602 0.758 0.30
H 1.563 -0.655 -1.725 0.33



--- ii ---
11
Properties=species:S:1:pos:R:3:mulliken_charge:R:1 method="wB97M-V/def2-TZVPD" total_charge=+1 orbital_gap_ev="7.8 / 6.8" e_lumo_ev="-7.71 / -8.36"
C -0.965 0.679 1.051 -0.22
C -1.260 1.026 -0.150 0.05
C 0.102 -0.456 0.792 -0.42
C -0.395 0.427 -1.258 -0.30
N 0.594 -0.442 -0.605 -0.23
H -1.180 0.969 2.042 0.47
H 0.785 0.033 1.347 0.35
H -0.189 -1.481 1.117 0.33
H -1.074 -0.247 -1.762 0.27
H -0.240 1.212 -2.019 0.40
H 1.577 -0.217 -0.666 0.32



Stability, lowest: ii



--- i ---
19
Properties=species:S:1:pos:R:3:mulliken_charge:R:1 method="wB97M-V/def2-TZVPD" orbital_gap_ev=9.6 e_lumo_ev=0.76
C 2.442 1.340 0.467 -0.50
C 2.078 0.133 1.195 -0.47
C 3.317 1.038 -0.536 -0.36
C 2.594 -1.009 0.705 -0.12
C -0.098 -0.207 -1.579 -0.16
C -2.263 -0.484 -0.335 0.53
C -2.436 -1.723 0.132 -0.73
C -3.048 0.824 -0.466 -0.97
N -1.112 -0.412 -1.068 0.00
S 3.746 -0.606 -0.534 -0.15
H 2.052 2.261 0.743 0.44
H 1.424 0.036 2.034 0.38
H 3.672 1.844 -1.108 0.43
H 2.478 -2.098 0.936 0.34
H -1.632 -2.458 -0.004 0.27
H -3.384 -2.075 0.603 0.25
H -2.581 1.629 0.331 0.22
H -4.174 0.606 -0.155 0.26
H -3.075 1.361 -1.363 0.35



--- ii ---
19
Properties=species:S:1:pos:R:3:mulliken_charge:R:1 method="wB97M-V/def2-TZVPD" orbital_gap_ev="5.9 / 5.9" e_lumo_ev="-0.93 / -0.93"
C 1.875 1.944 -0.248 -0.60
C 2.813 1.065 0.221 -0.22
C 0.592 1.501 -0.452 -0.38
C 2.557 -0.274 0.406 -0.83
C 0.227 0.147 -0.274 0.88
C 1.278 -0.852 -0.030 0.03
C -3.209 -1.059 0.247 -1.22
C -1.766 -1.163 -0.039 0.01
N -1.136 0.015 -0.163 -0.06
S 1.407 -2.554 -0.262 -0.41
H 2.235 2.937 -0.567 0.31
H 3.845 1.459 0.638 0.22
H -0.192 2.295 -0.648 0.12
H 3.264 -1.023 0.661 0.42
H -3.716 -0.480 -0.402 0.43
H -3.680 -2.081 0.225 0.31
H -3.338 -0.617 1.297 0.29
H -1.225 -2.021 -0.138 0.37
H -1.831 0.761 -0.470 0.32



Stability, lowest: i



--- i ---
34
Properties=species:S:1:pos:R:3:mulliken_charge:R:1 method="wB97M-V/def2-TZVPD" total_charge=-1 orbital_gap_ev=9.3 e_lumo_ev=2.78
N 0.220 0.069 -0.433 0.78
O -0.186 0.757 -1.325 -0.65
O -0.183 0.144 0.719 -0.52
O 0.550 -1.138 -0.740 -0.60
O -2.662 -0.705 -0.405 -0.57
H -2.006 -0.731 0.316 0.29
H -3.087 0.035 -0.498 0.29
O -2.870 0.445 2.392 -0.60
H -3.194 0.279 3.288 0.26
H -1.965 0.624 2.368 0.32
O -0.669 -1.288 -3.557 -0.64
H -1.443 -0.834 -3.476 0.27
H -0.285 -1.237 -2.710 0.37
O 3.192 -1.298 -0.803 -0.60
H 3.148 -0.794 -1.805 0.33
H 3.835 -1.987 -1.014 0.28
O -0.028 2.449 2.481 -0.47
H 0.037 2.218 1.679 0.17
H 0.153 3.253 2.258 0.23
O 2.939 1.030 2.588 -0.69
H 2.891 0.106 2.298 0.35
H 2.044 1.247 2.178 0.34
O 0.386 -4.113 -1.701 -0.69
H 0.306 -4.533 -0.808 0.31
H 0.379 -3.098 -1.497 0.40
O -2.711 1.925 -1.315 -0.66
H -1.948 1.551 -1.498 0.38
H -3.418 1.615 -1.966 0.31
O 1.770 3.193 -1.823 -0.61
H 2.626 2.932 -1.456 0.31
H 1.370 2.577 -1.235 0.27
O 0.354 -1.924 2.423 -0.69
H 0.162 -1.216 1.746 0.43
H 0.280 -1.537 3.316 0.28



--- ii ---
34
Properties=species:S:1:pos:R:3:mulliken_charge:R:1 method="wB97M-V/def2-TZVPD" total_charge=-1 orbital_gap_ev=10.0 e_lumo_ev=2.65
N 12.625 35.608 2.838 0.99
O 12.065 36.370 3.639 -0.52
O 11.932 34.655 2.314 -0.72
O 13.915 35.480 2.893 -0.83
O 9.339 34.972 3.895 -0.69
H 8.711 35.634 4.095 0.28
H 10.013 35.353 3.348 0.31
O 10.195 38.192 2.726 -0.63
H 10.840 37.686 3.203 0.38
H 9.679 38.638 3.408 0.30
O 11.808 31.700 0.935 -0.62
H 12.513 31.090 0.711 0.29
H 12.360 32.589 0.890 0.32
O 11.099 34.625 6.211 -0.67
H 11.790 35.250 5.935 0.32
H 10.426 34.637 5.569 0.40
O 14.584 32.530 1.997 -0.67
H 14.216 33.508 2.251 0.27
H 15.153 31.959 2.645 0.30
O 10.284 34.246 -0.043 -0.66
H 10.909 34.350 0.743 0.44
H 9.799 35.130 -0.100 0.31
O 13.603 32.770 4.975 -0.64
H 14.453 33.375 4.919 0.35
H 13.286 33.013 4.026 0.30
O 15.920 37.083 3.978 -0.65
H 15.233 36.516 3.579 0.50
H 16.476 37.362 3.225 0.29
O 13.138 36.900 6.199 -0.68
H 12.645 37.057 5.341 0.34
H 13.949 37.450 6.268 0.30
O 12.487 38.683 1.002 -0.63
H 12.123 37.963 1.415 0.28
H 11.619 39.169 1.016 0.32



Stability, lowest: i



--- i ---
10
Properties=species:S:1:pos:R:3:mulliken_charge:R:1 method="wB97M-V/def2-TZVPD" total_charge=-1 orbital_gap_ev=8.0 e_lumo_ev=4.77
N -1.957 -0.079 0.455 -0.81
C -0.528 -0.289 -0.131 -0.23
O 0.170 0.837 -0.188 -0.88
H -2.047 0.920 0.235 0.26
H -1.824 -0.077 1.462 0.26
H -0.770 -0.757 -1.119 0.18
H -0.086 -1.099 0.472 0.25
H 1.772 0.622 -0.059 0.43
H 2.560 -0.300 -0.966 0.27
O 2.710 0.223 -0.161 -0.73



--- ii ---
10
Properties=species:S:1:pos:R:3:mulliken_charge:R:1 method="wB97M-V/def2-TZVPD" total_charge=-1 orbital_gap_ev=8.0 e_lumo_ev=4.79
N -0.267 -1.465 -1.082 -0.75
C 0.599 -0.094 -0.713 -0.17
O 0.437 0.456 0.441 -0.82
H 0.387 -2.189 -1.344 0.20
H -0.582 -1.881 -0.195 0.20
H 1.559 -0.580 -0.973 0.14
H 0.226 0.528 -1.541 0.18
H -0.324 1.711 1.170 0.49
H -1.047 1.390 2.428 0.26
O -0.987 2.124 1.809 -0.73



Stability, lowest: ii